The following is a DFT calculation (wB97M-V/def2-TZVPD) of one molecule with the formula C6H8FN at a distorted geometry.

```
! RIJCOSX wB97M-V def2-TZVPD def2/J DEFGRID3
* xyz 0 1
C -0.83395 -1.43158 -0.82072
C -1.65465 -0.23458 -0.70067
C 0.33269 -1.51448 -0.18218
C -1.20319 0.81630 0.01596
C 0.52489 -0.65314 1.04972
C 1.18169 1.45369 0.06466
N 0.21700 0.70879 0.89391
F -1.54596 2.08872 0.07523
H -1.00001 -2.16019 -1.67326
H -2.57046 -0.22868 -1.27001
H 0.96752 -2.39808 -0.13683
H -0.00103 -1.08797 1.87425
H 1.51347 -0.48958 1.28182
H 0.96847 2.49851 0.27656
H 2.25414 1.36014 0.23465
H 0.84938 1.27212 -0.98309
*
```

The calculation puts the largest force on an atom at 5.6 eV/A. The value obtained for the LUMO energy is 0.033 Eh. As for the HOMO energy: -8.534 eV. Its HOMO-LUMO gap is 9.42 eV. Its SMILES is CN1CC=CC=C1F. The energy relative to the best compared isomer or geometry (same formula, charge and spin) is 66.6 kcal per mole.

The following is a DFT calculation (wB97M-V/def2-TZVPD) of C20H44FN2O4Zr as an isolated structure at a distorted geometry.

```
! RIJCOSX wB97M-V def2-TZVPD def2/J DEFGRID3
* xyz 1 1
Zr -0.62347 2.19134 0.84026
C 3.71441 1.85112 -0.69850
C 3.54150 0.66048 0.25089
C 4.95501 0.43656 0.83119
C 4.95494 -0.49225 2.04672
C 3.91044 0.00241 3.04070
C 2.44827 0.17791 2.52979
N 2.52083 0.91796 1.26587
O 1.36624 1.34472 0.80063
C 1.68891 0.92748 3.62420
C 1.88085 -1.22861 2.35871
C 3.19973 -0.57588 -0.60200
H 2.87063 1.94105 -1.38924
H 4.63308 1.81957 -1.27427
H 3.62861 2.76743 -0.10743
H 5.31270 1.43518 1.09395
H 5.60448 -0.02264 0.08816
H 5.91377 -0.51060 2.56264
H 4.72098 -1.49814 1.69382
H 4.24418 0.90669 3.55430
H 3.85798 -0.77136 3.81229
H 1.62178 2.01272 3.50150
H 2.24763 0.79352 4.55123
H 0.67765 0.57004 3.80712
H 2.49622 -1.92241 1.78654
H 0.90070 -1.26198 1.87913
H 1.78991 -1.70874 3.33592
H 2.20833 -0.54283 -1.05486
H 3.19854 -1.56184 -0.13569
H 3.94980 -0.63482 -1.39311
C -2.92278 -1.45335 -0.85048
C -1.61577 -1.03359 -1.55226
C -1.34468 -1.83858 -2.83288
C -2.35184 -1.47129 -3.94173
C -2.08416 -0.01337 -4.22164
C -2.24845 0.94899 -3.03765
N -1.53016 0.40001 -1.89000
O -1.59683 1.17137 -0.75487
C -3.76223 1.17968 -2.76360
C -1.70774 2.32654 -3.44410
C -0.49348 -1.43114 -0.59945
H -2.90989 -2.47605 -0.48157
H -3.82938 -1.22081 -1.40172
H -2.95340 -0.82345 0.04450
H -1.31777 -2.91015 -2.63255
H -0.33679 -1.55019 -3.14588
H -3.35018 -1.69825 -3.57068
H -2.08115 -2.12922 -4.76685
H -2.80569 0.28942 -4.99017
H -1.11051 0.17729 -4.67732
H -4.31745 0.24262 -2.67162
H -4.25256 1.68325 -3.59596
H -3.98773 1.69645 -1.82882
H -1.59152 2.97163 -2.57209
H -2.42176 2.77167 -4.13118
H -0.72862 2.21894 -3.91379
H -0.55214 -2.49886 -0.39961
H -0.55480 -0.89254 0.35033
H 0.49189 -1.15348 -0.97228
F -1.02269 0.75228 2.23079
C -3.88328 1.66704 1.51275
O -2.80204 2.60979 1.59862
H -4.72625 2.03759 0.92981
H -3.56536 0.77226 0.98367
H -4.23132 1.30421 2.47888
H -3.19575 3.41807 1.94976
C -1.63341 -2.67324 2.68108
O -1.71798 -1.67497 3.67256
H -2.00326 -3.60724 3.10391
H -2.29561 -2.44948 1.83961
H -0.60998 -2.85468 2.34223
H -1.48015 -0.80931 3.32178
*
```

The calculation puts the largest force on an atom at 7.7 eV/A. The value obtained for the LUMO energy is -0.193 Eh. As for the HOMO energy: -10.438 eV. Its HOMO-LUMO gap is 5.18 eV. The energy relative to the best compared isomer or geometry (same formula, charge and spin) is 0.0 kcal per mole.

The following is a DFT calculation (wB97M-V/def2-TZVPD) of C33H43AsF6GeN4P2S5SbTi as an isolated structure at a distorted geometry.

```
! RIJCOSX wB97M-V def2-TZVPD def2/J DEFGRID3
* xyz -2 2
Ti 10.25869 15.92877 12.47219
C 16.12660 8.57775 10.97952
S 15.31626 7.08994 10.42722
C 13.73192 7.80824 10.00640
C 12.74011 7.66816 11.14824
C 11.35734 8.22625 10.83488
N 11.24235 9.70452 11.03034
P 10.85532 10.72028 9.63347
C 11.80573 10.09059 8.15307
C 11.42924 8.95737 7.36683
C 12.18961 8.65279 6.27134
C 13.27048 9.43150 5.81753
C 13.63699 10.52179 6.62729
C 12.88941 10.83071 7.77027
C 9.20392 10.13134 9.03062
C 8.49932 9.08606 9.57959
C 7.32412 8.61594 8.97932
C 6.86816 9.21807 7.76697
C 7.57875 10.33379 7.23182
C 8.73839 10.79421 7.88722
P 11.10750 10.48752 12.55628
C 12.79001 10.32765 13.22243
C 13.13694 9.36316 14.14313
C 14.39550 9.36330 14.74147
C 15.29921 10.42188 14.42769
C 14.93753 11.40716 13.52996
C 13.64610 11.35229 12.96062
C 10.21309 9.35347 13.65729
C 9.09004 8.60925 13.31668
C 8.24433 8.02580 14.25841
C 8.41946 8.28354 15.61684
C 9.50379 9.13589 15.99993
C 10.29125 9.65038 15.05201
H 16.93225 8.85925 10.26969
H 16.65604 8.37218 11.98032
H 15.51940 9.45634 11.07652
H 13.31958 7.36985 9.08025
H 14.04303 8.82691 9.74035
H 13.20372 8.03375 12.04182
H 12.67114 6.56558 11.34688
H 10.58584 7.79728 11.47755
H 11.23042 7.97318 9.77496
H 10.52125 8.32042 7.60771
H 11.94414 7.83392 5.67157
H 13.79285 9.07610 4.92248
H 14.47404 11.00960 6.33501
H 13.24891 11.60984 8.38694
H 8.82576 8.64875 10.49813
H 6.67065 7.88535 9.39417
H 5.94736 8.96154 7.33067
H 7.21695 10.90740 6.41892
H 9.06790 11.78411 7.56212
H 12.36978 8.63942 14.49101
H 14.64709 8.70421 15.57716
H 16.30150 10.43876 14.81454
H 15.63211 12.17416 13.16542
H 13.41697 12.22907 12.35207
H 8.74614 8.58867 12.26263
H 7.32778 7.52294 13.98857
H 7.67163 7.91005 16.33431
H 9.55104 9.45162 16.99747
H 10.92170 10.49651 15.30885
S 12.57980 18.56611 13.33412
Sb 12.96982 17.49977 11.36541
S 12.55352 15.20064 12.00904
S 10.40116 17.47026 10.51150
N 10.26372 16.71582 15.57048
N 10.25425 15.56387 14.60904
H 10.66662 16.39493 16.41164
H 10.99339 17.41590 15.24901
H 9.32553 15.16519 14.75938
H 10.93815 14.82625 14.87262
C 7.50141 19.52614 10.23614
Ge 7.80039 18.49083 12.07423
C 6.27614 17.21925 12.21152
C 7.84736 19.62112 13.72290
C 9.56474 17.79154 12.07362
H 8.17821 19.19122 9.44028
H 7.89102 20.55564 10.33257
H 6.46557 19.50467 9.87498
H 5.35105 17.59609 12.65202
H 6.67482 16.40210 12.79740
H 6.08953 16.82304 11.24566
H 6.82011 19.96823 14.02650
H 8.34014 20.61112 13.55038
H 8.38978 19.04459 14.46624
H 10.12565 18.48854 12.68774
F 12.51753 12.64776 18.50112
As 11.00140 13.45246 18.49103
F 11.08727 13.36425 16.77820
F 10.20049 11.90288 18.46391
F 9.37352 14.08328 18.46057
F 11.00770 13.47139 20.22355
F 11.77635 15.06326 18.43845
S 7.14102 12.26707 11.79086
C 8.13456 13.44036 12.19762
N 9.00316 14.20810 12.39696
*
```

The calculation puts the largest force on an atom at 3.5 eV/A. The value obtained for the LUMO energy (alpha / beta) is 0.124 / 0.124 Eh. As for the HOMO energy (alpha / beta): -2.536 / -3.010 eV. Its HOMO-LUMO gap (alpha / beta) is 5.91 / 6.38 eV.

The following is a DFT calculation (wB97M-V/def2-TZVPD) of one molecule with the formula C5H10O at a distorted geometry.

```
! RIJCOSX wB97M-V def2-TZVPD def2/J DEFGRID3
* xyz 0 1
C 0.07440 1.65060 1.13672
C -0.63523 0.96495 -0.02597
C -0.10007 -0.39406 -0.44295
C 1.37970 -0.87259 -0.20404
C -1.06166 -1.51308 -0.63775
O -0.60022 -0.73573 -1.73089
H 1.14430 1.69524 0.90728
H -0.10025 1.09275 2.06151
H -0.29657 2.67996 1.25694
H -0.54148 1.56693 -0.94044
H -1.71823 0.87190 0.15136
H 2.10458 -0.09131 -0.44312
H 1.61314 -1.27022 0.80050
H 1.53305 -1.70643 -0.90090
H -2.10032 -1.39988 -0.30097
H -0.69513 -2.53902 -0.68727
*
```

The calculation puts the largest force on an atom at 1.7 eV/A. The value obtained for the LUMO energy is 0.037 Eh. As for the HOMO energy: -10.087 eV. Its HOMO-LUMO gap is 11.10 eV. Its SMILES is CC[C@@]1(C)CO1. The energy relative to the best compared isomer or geometry (same formula, charge and spin) is 32.0 kcal per mole.

The following is a DFT calculation (wB97M-V/def2-TZVPD) of C15H8ClIMoNO7S2 as an isolated structure.

```
! RIJCOSX wB97M-V def2-TZVPD def2/J DEFGRID3
* xyz 1 3
Mo -0.43043 0.33357 -0.68365
Cl -4.24994 2.72674 4.56712
C -3.71284 2.07247 3.06689
C -4.61663 1.59719 2.16412
C -4.21016 1.04984 0.91921
I -5.61004 0.35165 -0.42432
C -2.87617 1.01176 0.62475
O -2.32659 0.51207 -0.51168
C -1.94359 1.49203 1.55376
N -0.63709 1.36994 1.16727
C 0.32650 1.77974 1.98644
C 0.03374 2.34895 3.22553
C -1.27792 2.47180 3.62838
C -2.31738 2.03286 2.79010
H -5.67116 1.63459 2.39877
H 1.34539 1.65121 1.64513
H 0.84559 2.67782 3.85678
H -1.51872 2.90024 4.59239
O 0.17969 -3.52351 -0.10611
S 0.33958 -2.22261 -0.62465
O 0.55318 -1.11602 0.39575
O -0.80440 -1.63712 -1.38748
C 1.78360 -2.17112 -1.66848
C 2.40059 -3.39449 -1.83485
C 3.56054 -3.51532 -2.60004
C 4.10695 -2.40208 -3.19416
C 3.49292 -1.15937 -3.04100
C 2.34080 -1.02484 -2.29022
S 1.69979 0.63696 -2.26838
O 1.57650 1.06873 -0.83122
O 2.47192 1.45172 -3.12044
O 0.22706 0.50911 -2.61820
H 1.97254 -4.26276 -1.35466
H 4.02341 -4.48513 -2.71701
H 5.00825 -2.47909 -3.78609
H 3.91452 -0.28751 -3.51975
*
```

The calculation puts the largest force on an atom at 0.7 eV/A. The value obtained for the LUMO energy (alpha / beta) is -0.186 / -0.183 Eh. As for the HOMO energy (alpha / beta): -11.676 / -11.783 eV. Its HOMO-LUMO gap (alpha / beta) is 6.61 / 6.81 eV. The energy relative to the best compared isomer or geometry (same formula, charge and spin) is 0.0 kcal per mole.

The following is a DFT calculation (wB97M-V/def2-TZVPD) of a 2-piece molecular cluster, C4H8FN overall at a distorted geometry.

```
! RIJCOSX wB97M-V def2-TZVPD def2/J DEFGRID3
* xyz 0 1
C -1.53163 -0.69935 -0.19388
C -0.22242 -0.62212 -0.32999
C 0.75919 -1.63131 -0.61156
C 0.63075 1.14169 0.36605
N -0.29906 2.12786 0.69118
F 1.36263 0.62953 1.49191
H -1.95267 0.05842 0.38218
H -2.03289 -1.40152 -0.84578
H 1.32205 -1.77783 0.35209
H 0.44007 -2.56511 -0.84251
H 1.54068 -1.36878 -1.31743
H 1.39834 1.45777 -0.35984
H -0.45344 2.51833 -0.21401
H -0.96161 2.13242 1.43159
*
```

The calculation puts the largest force on an atom at 4.8 eV/A. The value obtained for the LUMO energy is 0.038 Eh. As for the HOMO energy: -8.295 eV. Its HOMO-LUMO gap is 9.33 eV. The energy relative to the best compared isomer or geometry (same formula, charge and spin) is 69.2 kcal per mole.

The following is a DFT calculation (wB97M-V/def2-TZVPD) of a 2-piece molecular cluster, C4H9NO overall at a distorted geometry.

```
! RIJCOSX wB97M-V def2-TZVPD def2/J DEFGRID3
* xyz 0 1
C -0.78456 2.53756 -2.27515
C -0.20098 1.96676 -0.92984
C -0.68048 2.21490 0.27420
H -1.84891 2.77323 -2.20915
H -0.57333 1.75106 -3.06114
H -0.08405 3.35276 -2.50724
H 0.86655 1.41388 -1.14076
H -0.16852 1.91687 1.20294
H -1.48884 2.90166 0.27671
C 0.33472 -1.94661 1.27606
N 0.54232 -2.22032 -0.04000
O 0.84799 -2.65090 2.15325
H -0.31491 -1.09309 1.39059
H 1.09062 -3.06088 -0.15091
H -0.07091 -1.84177 -0.81862
*
```

The calculation puts the largest force on an atom at 3.4 eV/A. The value obtained for the LUMO energy is 0.030 Eh. As for the HOMO energy: -9.951 eV. Its HOMO-LUMO gap is 10.76 eV. Its SMILES is C=CC.NC=O. The energy relative to the best compared isomer or geometry (same formula, charge and spin) is 47.2 kcal per mole.

The following is a DFT calculation (wB97M-V/def2-TZVPD) of an isolated ion of composition C4H11N3O and charge +2 at a distorted geometry.

```
! RIJCOSX wB97M-V def2-TZVPD def2/J DEFGRID3
* xyz 2 1
C -0.19321 1.68554 -1.17472
C 0.12302 -1.17550 -1.00873
C -0.51835 -0.45478 0.02748
C 0.07601 -1.72543 2.02455
N 0.61672 1.11862 -1.87044
N -0.84195 2.77771 -0.91411
N 0.15545 -0.38052 1.31037
O 0.94259 -0.24191 -1.81139
H 0.94585 -1.86753 -0.67889
H -0.57362 -1.73104 -1.72761
H -1.60250 -0.40361 0.25451
H 0.96879 -2.38410 1.59893
H 0.38027 -1.41688 3.03300
H -0.84953 -2.28760 2.08113
H 1.15625 1.42667 -2.72597
H -0.90253 3.33263 -0.02348
H -0.59348 3.55379 -1.56811
H 1.12026 -0.01157 1.24786
H -0.41003 0.18552 1.92563
*
```

The calculation puts the largest force on an atom at 6.5 eV/A. The value obtained for the LUMO energy (alpha / beta) is -0.365 / -0.365 Eh. As for the HOMO energy (alpha / beta): -18.466 / -18.466 eV. Its HOMO-LUMO gap (alpha / beta) is 8.53 / 8.53 eV. The energy relative to the best compared isomer or geometry (same formula, charge and spin) is 129.1 kcal per mole.

Going through the records in order, we get E values of -387.93214, -1345.53075, -10177.84916, -271.70164, -2780.12876, -311.70907, -287.75724, -397.64887 Ha.